Molecular formula: C15H17MnN
Method: DFT, ωB97M-V/def2-TZVPD

Each line ends with the Mulliken charge.
Cartesian coordinates (Å):
C: 0.0481 -1.3891 -1.7850  -0.196
C: -1.2553 -1.2906 -1.1680  -0.681
C: -1.1620 -1.8239 0.1716  -0.592
C: 0.1954 -2.2833 0.3700  -0.741
C: 0.9478 -2.0044 -0.8342  -0.439
Mn: 0.1637 -0.2282 -0.0274  0.262
C: -0.8289 1.3537 -0.6512  -0.344
C: 0.5040 1.7552 -1.2618  0.302
C: 0.6802 2.7306 -2.2297  -1.134
N: 1.4540 0.8946 -0.8090  -0.132
H: -1.9826 -1.9111 0.8850  0.436
H: -2.1654 -0.9286 -1.6430  0.582
H: 0.5729 -2.7993 1.2489  0.581
H: 1.9839 -2.2865 -1.0217  0.451
H: 0.2903 -1.1330 -2.8162  0.436
H: -1.6099 1.2096 -1.4015  0.398
H: 2.4381 1.0005 -1.0445  0.149
H: -1.1551 1.9777 0.1906  0.217
H: -0.2025 3.1856 -2.6766  0.271
H: 1.6694 2.9666 -2.6262  0.262
C: 0.9127 0.1588 1.7737  -1.240
C: -0.1739 -0.0052 2.7870  0.848
C: -0.2317 -1.1541 3.6073  -0.153
C: -1.0704 -1.1818 4.7223  -0.719
C: -1.9334 -0.1079 4.9854  -0.331
C: -1.9649 0.9829 4.1065  -0.741
C: -1.1152 1.0254 2.9984  -0.111
H: 1.3118 1.1815 1.7353  0.372
H: 1.7072 -0.6021 1.8535  0.402
H: 0.4073 -2.0114 3.3740  0.245
H: -1.0481 -2.0453 5.3900  0.360
H: -2.5749 -0.1267 5.8683  0.370
H: -2.6530 1.8092 4.2895  0.365
H: -1.1669 1.8516 2.2835  0.247

As for the spin multiplicity: 4. The HOMO-LUMO gap (spin up / spin down) comes out at 7.3 / 7.2 eV. As for the highest occupied orbital energy (spin up / spin down): -6.96 / -7.05 eV. The calculation puts the strongest force on any atom at 3.47 eV Å⁻¹.


Molecular formula: C3H13N4
Method: DFT, ωB97M-V/def2-TZVPD

Each line ends with the Mulliken charge.
Cartesian coordinates (Å):
C: 1.6137 -1.4961 0.2224  -0.800
C: 0.2453 -2.0086 0.0716  -0.998
C: -1.1260 -0.0567 0.1068  0.598
N: -0.6921 1.1497 0.1306  -0.236
N: -3.4200 0.5067 -0.0281  -0.647
N: -2.3743 -0.4427 0.0397  -0.025
N: 1.7197 2.3082 0.0462  -0.935
H: 2.2784 -2.3559 0.3676  0.347
H: 1.9530 -0.9611 -0.6605  0.258
H: 1.7196 -0.8718 1.1078  0.265
H: -0.2250 -2.4587 0.9311  0.450
H: -0.0833 -2.3316 -0.9004  0.474
H: -1.3781 1.9021 0.1112  0.278
H: 0.3256 1.4506 0.1166  0.396
H: -4.0828 0.3675 0.7297  0.267
H: -3.9206 0.4235 -0.9105  0.263
H: -2.5996 -1.4336 0.0466  0.236
H: 1.7000 3.0019 0.7852  0.275
H: 2.6026 1.8163 0.1190  0.259
H: 1.7247 2.8084 -0.8356  0.275

As for the spin multiplicity: 3. The HOMO-LUMO gap (spin up / spin down) comes out at 8.0 / 8.5 eV. As for the highest occupied orbital energy (spin up / spin down): -10.63 / -14.97 eV. The net charge is +1. The calculation puts the strongest force on any atom at 3.64 eV Å⁻¹.


Molecular formula: C19H21N3O5S
Method: DFT, ωB97M-V/def2-TZVPD

Each line ends with the Mulliken charge.
Cartesian coordinates (Å):
C: 0.3465 2.2693 -4.0065  -1.711
C: -0.1024 1.1651 -3.0165  1.107
C: 0.1120 -0.1895 -3.1367  -1.073
C: -0.3908 -1.0403 -2.3753  -0.123
C: -0.9645 -0.6319 -1.3993  0.094
N: -1.4958 -1.6076 -0.5275  -0.241
C: -1.9804 -1.3811 1.0457  0.769
O: -1.8709 -0.3354 1.4922  -0.435
C: -2.6244 -2.5692 1.5897  -1.583
C: -1.5812 -4.0147 1.5581  -1.163
N: -0.4188 -3.6801 2.0454  -0.321
S: 1.0010 -3.3412 0.8720  1.276
O: 1.9661 -3.9120 1.4668  -0.630
O: 0.4330 -3.5775 -0.3172  -0.528
C: 1.0066 -1.5194 1.2084  0.420
C: 1.9523 -0.8983 0.1766  -1.798
C: 1.8654 0.4008 0.2116  0.375
C: 1.4536 1.0302 1.1995  0.253
C: 1.0738 0.3015 2.5993  0.252
C: 0.7118 -0.9558 2.3259  -0.148
O: 0.8342 1.1404 3.5930  -0.431
C: 1.1882 2.4161 3.0564  0.408
O: 0.9592 3.3624 3.8570  -0.657
N: 1.5220 2.3668 1.6852  0.191
C: 1.9370 3.5546 1.0183  -0.749
C: -1.2959 0.8552 -1.0595  -0.628
C: -0.9340 1.8342 -1.9828  0.823
C: -0.8491 3.2073 -1.6435  -1.973
H: -0.4512 2.8508 -4.4770  0.312
H: 1.0979 2.8037 -3.6925  0.490
H: 1.0003 1.7667 -4.8195  0.347
H: 0.5663 -0.5507 -4.1705  0.081
H: -0.1612 -1.9317 -2.5040  0.990
H: -1.4283 -2.4498 -0.7957  0.129
H: -2.7242 -2.4762 2.5297  0.611
H: -3.5819 -2.8015 1.1430  0.470
H: -1.7792 -4.0350 0.4978  0.251
H: -2.1817 -4.6386 1.9405  0.826
H: -0.1952 -4.4963 2.6191  0.243
H: 1.8760 -1.2645 -0.7137  0.639
H: 2.2434 1.0813 -0.6078  0.216
H: 0.3361 -1.6611 3.1430  0.343
H: 1.3647 3.6530 0.3976  0.185
H: 3.1703 3.3953 0.7786  0.233
H: 1.5696 4.4414 1.8239  0.292
H: -1.6046 1.2411 -0.0448  0.217
H: -1.5893 3.6440 -2.3545  0.458
H: -0.0595 3.7228 -1.7834  0.664
H: -1.3226 3.4555 -0.4461  0.226

As for the spin multiplicity: 1. The HOMO-LUMO gap comes out at 7.4 eV. Its SMILES is Cc1ccc(NC(=O)CCNS(=O)(=O)c2ccc3c(c2)oc(=O)n3C)cc1C. As for the highest occupied orbital energy: -7.50 eV. The calculation puts the strongest force on any atom at 18.72 eV Å⁻¹.


Molecular formula: C57H85BrCl2N2O30P
Method: DFT, ωB97M-V/def2-TZVPD

Each line ends with the Mulliken charge.
Cartesian coordinates (Å):
C: -3.2894 -7.8069 -8.7665  -1.239
C: -1.7741 -7.8301 -8.5971  -0.555
C: -1.2565 -6.5112 -8.0731  -1.030
C: -1.7168 -6.2286 -6.6655  0.544
C: -0.7020 -6.8175 -5.6802  -1.622
C: 0.5640 -5.9828 -5.6296  -0.976
C: 0.6000 -4.8592 -4.6051  0.922
C: 2.0113 -4.8416 -4.0507  -3.561
N: 2.3966 -3.5981 -3.3511  1.038
C: 2.7580 -2.5555 -4.0246  1.655
C: 2.7513 -2.5827 -5.4950  -1.542
C: 4.1621 -2.6404 -6.0581  0.481
O: 4.9767 -3.3999 -5.5900  -0.549
O: 4.3506 -1.8503 -7.1404  -0.252
C: 5.4125 -0.9285 -7.0870  0.766
C: 5.0963 0.3713 -7.7067  -1.128
O: 6.4938 -1.1889 -6.6232  -0.503
C: 3.1171 -1.4887 -3.3831  0.636
P: 3.6378 -0.0614 -4.4491  -0.103
O: 4.2663 1.1125 -3.5522  -0.515
Br: 1.6955 0.8150 -5.1212  -0.114
C: 3.1278 -1.4850 -2.0477  0.034
N: 3.5483 -0.3827 -1.2825  -0.052
C: 2.7428 -2.5589 -1.3787  1.070
C: 2.7430 -2.5434 0.0883  -1.554
C: 1.8738 -1.4518 0.6947  -0.938
C: 2.6409 -0.5150 1.6175  -0.912
C: 2.4232 0.9305 1.3150  -0.820
O: 1.7075 1.5857 2.3891  -0.363
C: 0.7780 2.4422 1.9140  0.097
O: 1.0541 3.4999 1.4007  -0.519
C: 2.3765 -3.5867 -2.0563  0.030
C: 1.9190 -4.7633 -1.3687  -2.147
Cl: 3.1110 -5.9731 -1.1643  -0.113
C: 0.7001 -4.8968 -0.9338  1.883
C: 0.1474 -6.0453 -0.2697  -1.289
Cl: -0.3494 -3.5818 -1.1880  -0.081
H: -3.6036 -8.1401 -9.7290  0.358
H: -3.6386 -6.8133 -8.6038  0.328
H: -3.7446 -8.4060 -8.0065  0.332
H: -1.2738 -8.0426 -9.5186  0.473
H: -1.4760 -8.5750 -7.8871  0.223
H: -1.6146 -5.7139 -8.6928  0.445
H: -0.1845 -6.5073 -8.1543  0.388
H: -2.6492 -6.7081 -6.4738  0.605
H: -1.7405 -5.1842 -6.4594  -0.584
H: -1.1215 -6.9350 -4.7021  0.596
H: -0.3978 -7.7739 -6.0493  0.357
H: 0.8055 -5.5559 -6.5825  0.400
H: 1.3553 -6.6541 -5.3610  0.650
H: -0.0782 -5.0060 -3.7938  0.690
H: 0.4193 -3.9018 -5.0423  0.154
H: 2.1734 -5.6883 -3.4282  0.693
H: 2.6702 -4.9480 -4.8760  0.567
H: 2.2499 -3.4272 -5.9096  -0.193
H: 2.2662 -1.7289 -5.9070  0.097
H: 5.9288 0.5888 -8.3324  0.396
H: 5.0791 1.1291 -6.9637  0.268
H: 4.2064 0.3572 -8.2983  0.331
H: 3.5613 1.6522 -3.1826  0.382
H: 4.5112 -0.1719 -1.4915  0.295
H: 2.9713 0.4253 -1.4329  0.190
H: 3.7603 -2.4567 0.3963  0.715
H: 2.4059 -3.4677 0.4908  0.542
H: 1.4113 -0.8636 -0.0656  0.531
H: 1.0852 -1.8829 1.2761  0.739
H: 3.6894 -0.6886 1.5449  0.347
H: 2.3785 -0.6987 2.6280  0.672
H: 3.3569 1.4407 1.2148  0.302
H: 1.8713 1.0704 0.4035  0.494
H: -0.2352 2.0722 2.0268  0.476
H: -0.0287 -5.8618 0.7720  0.376
H: -0.7932 -6.2682 -0.7274  -0.013
H: 0.7711 -6.8941 -0.4071  0.594
C: -3.0385 -6.8903 3.1992  -1.459
C: -3.8286 -6.8896 1.9151  0.496
C: -4.0779 -8.2579 1.3239  -0.523
O: -4.2034 -7.9613 -0.0765  -0.347
C: -3.4913 -6.8430 -0.3246  0.636
O: -3.2369 -6.4342 -1.4106  -0.514
O: -3.0984 -6.2563 0.8383  -0.272
H: -2.8374 -5.8722 3.5257  0.394
H: -3.5848 -7.4078 3.9875  0.453
H: -2.0727 -7.3740 3.0586  0.227
H: -4.7663 -6.3430 2.0459  0.270
H: -4.9807 -8.7302 1.6986  0.329
H: -3.2325 -8.9366 1.4565  0.298
C: -2.2387 -0.0394 -3.8273  -1.625
C: -2.0124 -1.3563 -4.5245  1.515
C: -1.9577 -1.2619 -6.0276  -0.491
O: -2.3701 -2.5751 -6.4287  -0.331
C: -3.1647 -3.0662 -5.4358  0.604
O: -3.7827 -4.0694 -5.5005  -0.476
O: -3.1103 -2.2607 -4.3398  -0.370
H: -2.3318 -0.1897 -2.7524  0.381
H: -1.4072 0.6408 -4.0143  0.288
H: -3.1619 0.4346 -4.1584  0.404
H: -1.1142 -1.8454 -4.1267  -0.467
H: -0.9569 -1.0527 -6.4005  0.243
H: -2.6570 -0.5301 -6.4366  0.368
C: 1.8983 6.7422 1.4234  -0.838
C: 0.8177 7.7483 1.7102  0.534
C: -0.4440 7.1701 2.3044  -0.427
O: -1.4409 8.1110 1.8650  -0.246
C: -0.9905 8.6686 0.7133  0.588
O: -1.6486 9.3481 -0.0020  -0.538
O: 0.3027 8.3401 0.4955  -0.355
H: 2.7441 7.2160 0.9335  -0.173
H: 2.2460 6.2755 2.3442  0.439
H: 1.5371 5.9667 0.7511  0.253
H: 1.2086 8.5585 2.3322  0.202
H: -0.4209 7.1145 3.3891  0.395
H: -0.6926 6.1881 1.8971  0.202
C: -4.2559 9.2096 2.3538  -1.136
C: -5.1776 10.3201 1.9300  0.474
C: -5.1032 11.5679 2.7766  0.200
O: -6.4226 12.1201 2.6153  -0.374
C: -7.2648 11.0886 2.3520  0.642
O: -8.4465 11.1726 2.3483  -0.541
O: -6.5675 9.9563 2.1046  -0.407
H: -4.4187 8.3251 1.7406  0.348
H: -3.2220 9.5116 2.2571  0.254
H: -4.4465 8.9219 3.3888  0.235
H: -5.0245 10.5530 0.8732  0.282
H: -4.3471 12.2700 2.4355  0.362
H: -4.9458 11.3486 3.8318  -0.263
C: 0.5839 -10.7010 5.2659  -1.477
C: 0.7563 -9.2549 5.6484  0.498
C: -0.1717 -8.7648 6.7362  -0.545
O: -0.2690 -7.3599 6.4303  -0.325
C: -0.0573 -7.2176 5.1064  0.692
O: -0.2470 -6.2122 4.5009  -0.447
O: 0.3931 -8.3683 4.5621  -0.316
H: 1.2364 -10.9558 4.4326  0.358
H: 0.8230 -11.3505 6.1061  0.388
H: -0.4392 -10.8970 4.9447  0.345
H: 1.7996 -9.0549 5.9036  0.283
H: 0.2220 -8.9144 7.7368  0.316
H: -1.1697 -9.2020 6.6716  0.306
C: 5.6788 10.8862 1.1743  -1.443
C: 6.0768 9.6464 0.4175  0.482
C: 6.0920 9.7918 -1.0871  -0.501
O: 5.8365 8.4434 -1.5180  -0.333
C: 5.1300 7.8311 -0.5415  0.648
O: 4.6000 6.7762 -0.6516  -0.536
O: 5.1045 8.5909 0.5796  -0.322
H: 5.6247 10.6803 2.2420  0.356
H: 6.4010 11.6843 1.0097  0.387
H: 4.6922 11.2290 0.8624  0.350
H: 7.0360 9.2727 0.7847  0.256
H: 7.0429 10.1455 -1.4744  0.311
H: 5.2893 10.4315 -1.4589  0.310
C: -6.0276 10.9279 9.1651  -1.472
C: -4.9904 10.6112 8.1201  0.442
C: -5.3180 11.0983 6.7275  -0.569
O: -4.5997 10.1567 5.9079  -0.202
C: -4.4990 8.9999 6.6119  0.575
O: -4.1267 7.9718 6.1576  -0.528
O: -4.8821 9.1892 7.8952  -0.358
H: -5.7527 10.4855 10.1210  0.360
H: -6.1254 12.0048 9.2944  0.380
H: -6.9961 10.5136 8.8857  0.363
H: -4.0097 10.9721 8.4409  0.254
H: -4.9770 12.1124 6.5372  0.359
H: -6.3809 11.0245 6.4888  0.339
C: 0.5537 -3.5289 5.7748  -1.169
C: 1.4840 -2.8955 6.7791  0.515
C: 1.0554 -1.5402 7.2950  -0.495
O: 2.3147 -0.9362 7.6349  -0.340
C: 3.2617 -1.4920 6.8434  0.645
O: 4.3709 -1.0966 6.7322  -0.530
O: 2.7571 -2.5698 6.1844  -0.348
H: 0.9685 -4.4581 5.4037  0.183
H: -0.4172 -3.7380 6.2198  0.394
H: 0.4140 -2.8751 4.9112  0.228
H: 1.6702 -3.5860 7.6058  0.268
H: 0.4091 -1.5978 8.1662  0.318
H: 0.5756 -0.9279 6.5279  0.314

As for the spin multiplicity: 1. The HOMO-LUMO gap comes out at 7.9 eV. As for the highest occupied orbital energy: -11.36 eV. The net charge is +1. The calculation puts the strongest force on any atom at 5.37 eV Å⁻¹.


Molecular formula: C7H13IO2SSi
Method: DFT, ωB97M-V/def2-TZVPD

Each line ends with the Mulliken charge.
Cartesian coordinates (Å):
C: -1.7218 1.9352 -0.5128  -1.034
Si: 0.0528 1.5253 0.2900  0.479
C: 1.5210 2.0487 -0.7087  -1.148
C: 0.1809 1.9546 2.1300  -1.077
C: 0.2545 -0.6427 0.3004  0.137
C: -0.4338 -1.5848 0.8969  -0.177
I: -1.5630 -1.4941 2.7039  0.059
C: -0.5436 -2.9290 0.1853  -0.672
C: 0.2705 -2.9149 -1.1109  -0.800
S: 0.7053 -1.1775 -1.2762  0.892
O: 2.1461 -1.0390 -1.4842  -0.643
O: -0.2173 -0.5462 -2.2098  -0.629
H: -1.7945 1.1143 -1.1581  0.348
H: -2.5909 1.9336 0.1486  0.338
H: -1.6948 2.8948 -1.1781  0.299
H: 1.5502 3.0414 -0.8121  0.494
H: 2.4712 1.8097 -0.2554  0.361
H: 1.5184 1.4204 -1.5880  0.344
H: 0.0465 2.9860 2.4187  0.385
H: -0.4582 1.3843 2.8340  0.206
H: 1.1733 1.8095 2.4194  0.364
H: -0.2294 -3.7287 0.8989  0.410
H: -1.5984 -2.9542 -0.0948  0.333
H: 1.2158 -3.5767 -0.9207  0.294
H: -0.2606 -3.2699 -1.9166  0.436

As for the spin multiplicity: 1. The HOMO-LUMO gap comes out at 9.8 eV. Its SMILES is C[Si](C)(C)C1=C(I)CCS1(=O)=O. As for the highest occupied orbital energy: -9.58 eV. The calculation puts the strongest force on any atom at 4.38 eV Å⁻¹.


Molecular formula: C4H12NO
Method: DFT, ωB97M-V/def2-TZVPD

Each line ends with the Mulliken charge.
Cartesian coordinates (Å):
C: -0.6075 -0.7856 1.8402  -1.406
C: -0.4878 0.0758 0.6427  0.164
N: 0.4873 1.1986 0.7199  -0.273
C: 0.0283 -0.8563 -0.5104  -0.786
C: -0.0586 -0.1446 -1.8450  -0.386
O: 0.6392 1.0996 -1.7906  -0.548
H: -0.8389 -0.2400 2.7918  0.387
H: 0.3401 -1.2387 2.1367  0.370
H: -1.3612 -1.5694 1.7787  0.384
H: -1.3983 0.5911 0.3212  0.302
H: 0.7047 1.5218 -0.2565  0.304
H: 0.1955 1.8465 1.4559  0.358
H: 1.4081 0.9283 1.0924  0.365
H: 1.0721 -1.1742 -0.3658  0.351
H: -0.5971 -1.7405 -0.5606  0.387
H: 0.4775 -0.7564 -2.5791  0.384
H: -1.0785 -0.0543 -2.2453  0.308
H: 1.0750 1.2983 -2.6263  0.337

As for the spin multiplicity: 1. The HOMO-LUMO gap comes out at 12.2 eV. Its SMILES is C[C@@H]([NH3+])CCO. As for the highest occupied orbital energy: -15.32 eV. The net charge is +1. The calculation puts the strongest force on any atom at 3.20 eV Å⁻¹.